Record 1
Molecular formula: C56H152As2F12N10O10
Method: DFT, ωB97M-V/def2-TZVPD

```
242
Properties=species:S:1:pos:R:3
H -5.684 2.457 -5.467
N -0.912 6.283 3.279
H -5.365 0.908 -3.373
C -7.977 0.034 6.003
C -4.407 1.862 1.666
H -0.085 4.432 3.882
C 0.273 5.234 3.236
H -1.101 5.976 5.536
H 1.541 7.480 2.087
H -2.482 -4.609 4.030
C 9.165 -0.941 -1.394
H 0.129 -6.845 2.684
H -9.047 0.006 5.800
N 5.377 1.293 -3.121
H 2.376 3.507 -8.100
H -6.972 2.487 2.759
C 6.604 1.118 -2.069
N -0.128 0.826 7.602
N 1.599 -3.241 -7.763
O 0.956 2.036 -6.181
H 2.204 -6.785 -3.340
H -5.371 4.677 -3.223
H -0.697 7.294 1.368
H -5.942 -4.147 2.275
C -1.169 -1.544 7.530
C 2.540 -7.533 -1.010
C -1.345 -3.876 0.053
H 0.351 5.764 -7.899
C 4.123 2.084 2.724
As 2.498 -3.291 5.657
H -3.589 3.790 1.123
H -2.386 -3.521 1.999
H -0.724 -4.566 -6.695
H -4.085 1.582 4.270
C -3.506 6.350 3.153
H 0.741 0.367 -4.951
H 4.897 -0.609 -2.839
H -0.776 -1.019 4.755
H -1.424 8.328 2.536
N -1.351 -5.219 2.355
H -4.172 -5.583 3.147
C 4.135 2.050 -2.430
H 1.681 4.214 1.782
C 0.673 1.455 -4.944
H 0.346 -0.002 2.804
H -5.250 3.886 1.362
H 3.826 -4.823 -0.692
O -3.670 0.427 -4.381
C -1.493 -6.350 4.845
C 0.000 3.396 -0.149
C 6.418 3.030 2.130
H 1.007 5.550 1.149
H 0.881 -8.449 -1.912
H 1.859 -10.393 -2.993
H 4.549 4.154 2.426
O -4.286 -4.675 1.236
H 0.828 -5.151 2.495
H -2.209 4.657 3.646
C -1.414 -3.809 1.601
F 1.272 -2.497 4.598
H -4.445 -6.675 1.724
N 5.485 3.692 4.335
C 5.019 -0.045 -3.764
H -5.229 -0.326 4.941
H -0.632 -6.939 4.531
H 3.664 -1.182 -4.906
H -4.105 6.163 4.045
C 5.954 2.317 -4.145
C -4.331 1.252 -3.330
F 1.993 -4.908 4.860
H 1.148 -3.776 -8.491
H -5.593 1.017 6.178
H -5.915 -3.486 0.690
C -2.271 5.497 2.955
H 4.087 1.763 1.683
H -5.479 2.672 4.181
H 3.489 4.086 -1.482
H 2.349 -4.288 -0.036
C -1.022 6.748 4.770
H 0.138 3.863 -5.841
H 6.193 0.335 -1.432
O 2.193 -6.187 -1.022
H -2.141 5.150 1.930
H -5.507 -0.486 1.185
C 1.402 3.822 -7.727
H -4.142 -1.556 -4.712
F 3.670 -2.974 4.362
F 1.425 0.440 0.601
H 6.452 1.749 -4.931
F 1.040 0.873 -1.892
H -1.694 -6.167 5.901
H 1.700 3.835 -5.498
H 0.335 1.418 6.929
As 1.054 -0.687 -0.865
H 1.588 5.612 -9.040
H -2.049 -4.639 -0.281
O -0.278 3.850 1.174
C -2.454 -6.235 1.883
H -2.525 -1.088 -4.870
C 0.814 8.185 2.491
H -1.238 -2.924 -0.468
F 2.927 -1.794 6.458
C -6.913 1.566 2.179
H 8.028 0.912 -3.815
H 3.080 -5.608 0.763
C 2.436 -9.857 -2.239
H -7.663 0.882 2.576
H -2.341 -6.996 4.614
H -0.848 -4.317 4.392
H -4.910 3.490 -1.938
C -4.294 2.714 -3.809
C 1.038 3.401 -6.246
C -0.616 7.608 2.409
C -5.213 3.627 -2.976
H -0.422 -4.385 -3.299
H 0.072 -0.707 -7.393
O 8.444 -0.584 -2.659
C 7.968 0.713 -2.745
N 0.433 3.136 -8.703
H -8.173 2.043 0.554
H -0.694 -2.172 8.284
H 6.824 2.096 2.518
C -0.400 -1.688 -7.445
H 3.237 -7.905 -3.685
C 1.959 -8.425 -2.070
H -0.466 3.481 -8.399
H 5.164 4.583 4.685
C 0.090 -5.884 2.170
C 3.746 -0.141 -4.595
H -3.940 1.084 -2.327
H -3.073 -1.259 -3.252
H 3.480 -9.969 -2.533
F 0.702 -1.668 -2.337
H 6.635 2.058 -1.518
H -0.150 7.382 4.928
H 2.333 -3.837 -7.408
H -4.195 2.111 -5.931
H -4.706 3.599 -5.869
C -5.352 -0.294 2.246
C -5.671 -4.390 1.248
C -4.367 3.404 1.782
H 0.427 2.137 -8.555
H 2.885 0.070 -3.960
H 0.868 -0.876 6.746
H 2.895 -0.098 3.390
H 0.199 -6.081 1.104
H -7.627 -0.950 6.315
F 1.367 -3.626 6.917
H 2.113 -2.559 -8.303
H -2.269 -6.272 0.809
H -0.524 -1.880 -8.511
H 3.620 -7.666 -1.069
C 2.912 -5.200 -0.234
H 1.065 8.533 3.493
H 0.723 1.692 2.959
H 5.888 -0.490 -4.248
F 1.003 -2.169 0.077
H -1.858 7.445 4.837
H 10.048 -0.314 -1.262
H 4.653 4.088 -2.812
H 8.676 1.480 -2.432
O -7.093 0.528 4.984
H -0.945 1.195 3.137
H 6.547 3.147 -3.761
C -5.692 0.635 5.162
H 9.538 -1.965 -1.383
H -6.213 3.192 -2.991
H -1.596 0.239 5.635
C -5.160 1.632 4.103
C -0.167 -0.550 6.842
C -0.614 -0.194 5.448
H -0.768 -3.091 2.106
H -4.365 -0.695 2.474
H 6.487 3.636 4.450
H 3.401 1.923 -3.226
C 5.120 3.348 2.886
H 0.404 4.198 -0.766
C -3.396 -0.920 -4.236
H -7.934 0.675 6.883
C 0.546 -2.718 -6.771
O 4.658 1.051 3.396
H -1.088 1.121 7.716
H -0.430 -4.419 -0.186
N -4.723 2.738 -5.341
H 0.694 -4.372 -5.643
H 6.220 3.035 1.058
H -4.242 6.117 2.383
H 1.403 1.712 -4.176
H -6.287 -5.255 1.001
H 4.363 -0.861 3.918
H 0.748 2.608 -0.074
C 0.082 0.903 3.352
H -0.295 1.776 -4.559
H 4.089 -0.763 2.234
H 3.548 0.502 -5.453
H -6.862 0.979 -0.057
H 5.142 3.553 -1.225
C -0.175 -3.866 -6.064
H -6.209 -0.728 2.762
H 3.112 2.168 3.122
C 0.712 4.711 1.781
H -2.171 -3.838 -3.459
H -2.323 -7.254 2.246
H -1.451 -1.692 -7.154
N 2.272 -7.791 -3.407
H -0.850 3.030 -0.724
H -6.506 2.570 0.254
F 2.811 -0.732 -1.189
H -3.280 7.416 3.179
F -0.771 -0.454 -0.625
F 3.672 -4.393 6.447
H 2.235 -10.547 -1.420
H 1.909 5.893 -7.209
H 5.181 2.927 4.921
H 7.245 3.715 2.320
O -1.012 -3.367 -4.954
H -4.535 1.529 0.636
O 0.147 0.788 4.784
H -4.205 3.768 2.796
H 8.463 -0.823 -0.569
C 3.955 -0.196 3.156
C 1.364 5.376 -7.999
H -1.963 -1.041 8.083
H 3.917 1.276 -1.695
H 0.738 9.108 1.917
H -1.610 -2.311 6.894
H -3.425 1.524 1.995
C -7.123 1.765 0.652
H 5.116 2.658 -4.754
H 1.707 -7.945 -4.229
H -3.320 3.202 -3.810
N -5.453 1.215 2.552
C -1.496 -5.061 3.928
H 2.370 -7.986 -0.033
H -1.653 -5.323 -4.215
C -1.315 -4.329 -3.922
H 0.364 0.893 8.482
C -3.929 -5.794 2.106
H 0.492 3.524 -9.634
C 4.314 3.536 -1.935
H 1.273 -2.176 -6.165
H 1.057 5.849 3.678
```

Properties
- Kohn-Sham gap: 8.3 eV
- Total charge: +8
- E_tot: -9191.17984 Ha

Record 2
Molecular formula: C56H153N9O19
Method: DFT, ωB97M-V/def2-TZVPD

```
237
Properties=species:S:1:pos:R:3
C 3.932 5.270 0.384
H 2.240 -0.427 -4.713
H 5.492 1.356 0.459
H 3.140 4.600 0.049
H -0.452 -6.742 -4.563
H 0.556 -6.012 -5.359
H 1.097 2.793 2.267
C -4.478 -3.978 0.972
H -2.692 -6.736 -1.982
H 1.665 1.632 -4.352
H -0.623 4.486 -1.488
H 7.419 -2.603 6.643
C 5.418 -0.563 -0.259
H 5.766 0.997 -1.996
O 2.966 5.191 -2.579
H 1.854 -3.975 4.070
H -5.581 -1.750 -0.725
H 2.287 -8.709 3.106
O -0.847 0.435 2.935
C -1.775 -1.271 -5.650
H 4.202 -2.261 6.451
C -2.227 -5.302 5.474
C -5.563 4.647 -1.124
C -0.507 3.920 2.345
C 6.268 -0.719 1.962
H 7.240 -1.210 1.947
H -5.912 2.611 -1.488
H -0.004 -1.586 6.831
H 5.762 -1.077 2.859
H 0.181 7.423 5.068
C 2.601 -3.269 4.433
H 2.899 -5.608 -2.545
C 0.294 -1.302 -4.549
O 0.220 3.608 0.162
H 4.186 -6.333 1.137
H 1.090 6.483 6.254
H -1.400 2.611 0.929
C 4.620 -2.988 5.755
C -4.872 -0.434 3.187
H -0.350 -1.430 -3.679
H -0.173 3.305 -4.736
C 0.996 6.709 5.192
H -1.871 -2.355 -5.595
H 3.486 0.854 1.315
H 4.180 6.400 -2.896
H 6.510 -2.578 8.192
C -1.918 3.962 -5.107
H -1.401 4.139 2.930
C 2.290 -7.411 1.462
H 2.983 0.114 -0.230
H -7.414 -0.749 -2.288
H -4.655 6.512 -4.899
H -1.188 0.551 0.454
H -5.594 6.802 -1.093
H 0.724 -6.479 0.422
O -1.208 -5.758 -2.905
H 3.340 4.715 -5.340
C -0.929 3.594 0.959
H 2.566 2.496 -6.240
H 0.464 1.209 0.546
H 5.450 2.393 -1.504
H 6.841 1.765 -4.628
C 2.531 -5.993 -3.496
N 0.880 1.055 -4.085
C 5.122 2.629 -6.456
H 2.699 6.614 -4.046
C -6.058 -4.000 0.973
H -5.392 1.235 -4.124
H 0.243 -0.391 -0.067
C 0.815 -7.199 1.236
H -1.542 4.449 0.674
H 3.627 -7.786 3.062
H 0.920 -0.605 2.267
O -2.768 -1.348 4.062
H 2.807 -1.090 -2.842
H 4.611 2.744 -7.412
H 2.050 4.636 5.442
H -6.432 -4.903 1.455
H 8.238 1.637 -5.690
H 0.645 3.111 -1.850
H 3.251 -3.677 -1.044
H -6.229 0.299 -5.170
H -4.882 -1.250 2.464
O 2.867 -5.423 -0.041
H 1.940 7.100 4.811
H -2.368 -5.738 6.463
C 0.544 -0.940 7.518
H -1.332 -4.685 5.557
H -4.468 0.470 2.732
H 4.913 -4.256 7.367
H -3.535 4.354 -0.816
H -0.956 -7.464 -1.922
C 1.334 -0.291 -4.121
O 0.468 5.559 4.650
C -7.224 -0.668 -1.218
O -0.740 3.318 -5.510
H 4.389 -4.007 0.211
H -6.577 3.634 -2.563
N 2.635 -7.790 2.874
H -5.906 -0.265 3.486
H -2.489 2.375 -3.603
H -1.444 -6.256 -0.836
C 3.105 6.502 -3.041
O -6.514 -4.195 -0.284
C -0.114 -0.349 2.036
N 6.102 -4.880 5.791
H 5.308 -5.412 5.466
H -3.854 0.209 4.947
O -8.439 1.570 -1.718
H -5.108 1.009 -1.779
C 5.186 4.554 0.822
N -5.760 3.473 -1.992
H -6.495 -3.045 1.264
H -4.620 -1.426 5.064
O -5.233 -0.829 -3.755
H 0.906 -2.195 -4.677
N 0.357 2.852 2.952
H 2.963 3.164 -2.690
O -4.821 6.136 -2.965
H 2.525 6.350 0.958
C 6.810 -3.182 7.336
H -0.874 2.757 -1.492
N 2.878 2.603 -5.286
C 0.099 -5.181 -2.833
H 4.872 -1.221 -0.935
C 1.908 -0.490 -2.701
H -4.755 -5.847 5.848
O 6.373 1.886 -6.621
H -2.353 -0.872 -6.483
C -4.046 -0.738 4.443
N 0.551 -6.762 -4.682
H 6.399 0.345 2.163
H -3.437 -4.359 3.925
C 3.490 0.963 0.231
H 1.397 2.447 4.837
H -8.586 3.267 -0.402
H -6.563 -5.128 -0.501
H 2.996 -5.487 2.092
H 4.482 3.984 -3.225
H 6.495 -5.448 6.528
H 0.397 -4.792 -1.859
H -4.379 5.249 0.494
H -2.485 4.500 -5.867
C -0.146 0.314 0.667
C -5.316 0.246 -4.577
H -3.910 -3.941 5.591
H 2.981 -2.917 3.474
H -2.907 1.918 -5.136
C -5.707 6.019 -1.842
C -1.617 -6.600 -1.856
H 0.203 4.739 2.229
H 5.201 3.857 1.660
C -4.324 -0.713 -2.638
C -5.320 6.843 -4.102
C 4.167 2.000 -5.486
H 2.030 -2.463 4.894
C 0.741 3.164 4.344
H -4.053 -3.419 0.138
H 2.995 -6.925 -3.819
H -8.904 3.522 -2.063
H -7.453 1.155 0.116
C 1.085 -6.279 -3.415
C 7.274 2.129 -5.559
H 0.123 -1.210 8.486
H -4.017 -4.956 0.839
H -1.598 4.668 -4.340
H 0.398 -6.619 2.059
H 0.251 -8.080 0.928
O 3.326 6.074 1.411
H 4.655 1.872 -4.519
H -6.353 6.605 -4.356
C -4.791 0.039 -1.396
H 1.257 0.637 6.350
H -4.160 -1.773 -2.448
C -4.425 4.401 -0.189
H -4.478 3.442 0.328
H -0.631 -1.289 1.843
H 1.559 -1.218 7.801
H -2.185 -0.637 3.786
H 2.632 -8.280 0.898
C -3.571 -4.744 4.936
O -0.342 -0.895 -5.751
H -4.007 0.056 -0.638
H -6.679 6.246 -2.280
H 4.127 5.996 -0.405
H 7.472 3.183 -5.365
H 2.036 4.940 3.668
H -8.787 0.211 -0.028
C -2.855 2.821 -4.528
H 2.733 -5.178 -4.191
H 1.203 -0.983 -2.031
O 3.600 -3.848 5.284
H 0.401 1.032 -4.974
C 2.835 3.997 -4.694
H 2.630 7.082 -2.249
O 5.309 -1.168 0.991
H -5.258 7.901 -3.844
N -5.832 -0.774 -0.790
H -3.809 3.229 -4.192
H -6.489 4.735 -0.555
H 4.055 0.949 -5.751
H -3.359 -0.353 -2.994
H 5.280 3.642 -6.087
C 3.327 -4.061 -0.027
H -4.397 0.259 -5.163
H -4.109 -3.474 1.866
H 5.706 4.055 0.004
H 6.480 -0.595 -0.504
H -2.321 -0.870 -4.796
C 3.123 -6.103 1.201
O 0.484 1.408 8.179
H 5.188 -2.601 4.909
C 5.570 -3.837 6.605
C 3.393 3.989 -3.257
H -0.128 3.022 4.985
H -0.387 1.268 2.810
C 0.467 0.485 7.085
H 1.842 4.412 -4.522
H 2.681 -3.421 0.574
H -1.862 -6.165 4.917
H 7.498 -3.951 7.687
H -0.484 0.754 6.625
H 2.161 0.473 -2.258
C -0.153 3.534 -1.240
C 4.859 0.864 -0.279
O -4.523 -5.747 4.922
C -8.021 0.651 -0.666
H 3.009 1.886 -0.094
H -7.713 -1.580 -0.874
H 0.271 -4.400 -3.574
C 1.462 4.589 4.525
H 5.874 5.377 1.017
H -10.097 2.771 -1.130
H 0.674 2.330 7.991
H 0.932 -7.134 -2.757
N 5.000 1.491 -1.561
C -9.017 2.777 -1.276
```

Properties
- Energy above the lowest of the compared OMol25 structures with the same formula, charge and spin: 637.4 kJ/mol
- Kohn-Sham gap: 8.4 eV
- Total charge: 0
- E_tot: -4147.13699 Ha